1.
C4H8O2 | ωB97M-V/def2-TZVPD

Positions of all 14 atoms, in Å:
C  -1.831  -0.551  -0.154
C  -0.503  -0.649  -0.811
O  0.151  1.199  -0.470
C  1.206  1.294  0.289
C  1.628  -0.056  0.877
O  2.508  -0.523  1.494
H  -2.185  0.481  -0.184
H  -1.813  -0.916  0.880
H  -2.548  -1.189  -0.695
H  -0.117  -1.681  -0.811
H  -0.441  -0.225  -1.809
H  1.047  1.943  1.172
H  2.140  1.604  -0.226
H  0.759  -0.730  0.450

Cartesian forces (eV/Å) of the 3 atoms listed first:
C -0.3 0.1 0.2
C -0.4 1.2 -1.1
O -1.8 -2.1 -1.2

Output
Total energy, eV: -8368.563
Relative energy (zero: lowest compared OMol25 entry of this formula, charge and spin), kcal per mole: 108.8
Net charge: 0
Max |F|, eV Å⁻¹: 3.06
Orbital gap, eV: 9.538

=====

2.
C4H8O2 | ωB97M-V/def2-TZVPD

Positions of all 14 atoms, in Å:
C  1.065  0.643  -0.683
C  1.056  -0.845  -0.310
O  -0.127  -1.362  0.298
C  -1.286  -0.584  0.232
C  -1.167  0.707  1.021
O  -1.789  1.711  0.779
H  0.588  1.301  0.041
H  0.579  0.833  -1.644
H  2.100  0.986  -0.739
H  1.260  -1.432  -1.216
H  1.857  -1.068  0.404
H  -2.062  -1.169  0.742
H  -1.636  -0.364  -0.787
H  -0.436  0.646  1.860

Cartesian forces (eV/Å) of the 3 atoms listed first:
C 0.1 0.0 -0.1
C 0.3 0.1 -0.1
O 0.0 0.0 0.1

Output
Total energy, eV: -8371.363
Relative energy (zero: lowest compared OMol25 entry of this formula, charge and spin), kcal per mole: 44.2
Net charge: 0
SMILES: CCOCC=O
Max |F|, eV Å⁻¹: 0.47
Orbital gap, eV: 10.639

=====

3.
C4H8O2 | ωB97M-V/def2-TZVPD

Positions of all 14 atoms, in Å:
C  -0.888  -0.726  -1.551
C  -0.954  0.282  -0.434
O  -1.364  -0.207  0.838
C  -0.024  0.252  0.696
C  1.111  -0.749  0.781
O  1.899  -0.609  1.946
H  -0.559  -1.695  -1.168
H  -0.201  -0.404  -2.342
H  -1.878  -0.858  -1.995
H  -1.387  1.249  -0.699
H  0.165  1.194  1.226
H  1.763  -0.632  -0.099
H  0.687  -1.760  0.749
H  1.543  0.111  2.475

Cartesian forces (eV/Å) of the 3 atoms listed first:
C 0.0 -0.1 0.0
C 0.1 0.1 -0.2
O -0.1 -0.1 0.2

Output
Total energy, eV: -8371.185
Relative energy (zero: lowest compared OMol25 entry of this formula, charge and spin), kcal per mole: 48.4
Net charge: 0
SMILES: C[C@H]1O[C@H]1CO
Max |F|, eV Å⁻¹: 0.43
Orbital gap, eV: 11.231

=====

4.
C4H8O2 | ωB97M-V/def2-TZVPD

Positions of all 14 atoms, in Å:
C  1.419  0.744  0.126
C  0.604  -0.542  0.018
O  0.016  -0.879  1.288
C  -1.290  -0.483  0.832
C  -0.803  -0.454  -0.617
O  -1.123  0.682  -1.372
H  0.807  1.597  0.443
H  2.191  0.594  0.888
H  1.938  1.009  -0.804
H  1.237  -1.352  -0.365
H  -1.569  0.522  1.174
H  -2.066  -1.201  1.117
H  -1.075  -1.359  -1.173
H  -0.286  1.120  -1.556

Cartesian forces (eV/Å) of the 3 atoms listed first:
C 0.0 0.0 0.0
C 0.3 0.0 -0.2
O 0.0 -0.1 0.2

Output
Total energy, eV: -8371.338
Relative energy (zero: lowest compared OMol25 entry of this formula, charge and spin), kcal per mole: 44.8
Net charge: 0
SMILES: C[C@H]1OC[C@H]1O
Max |F|, eV Å⁻¹: 0.36
Orbital gap, eV: 10.684

=====

5.
C4H8O2 | ωB97M-V/def2-TZVPD

Positions of all 14 atoms, in Å:
O  1.948  -0.356  0.295
C  1.261  -0.003  -0.901
C  -0.104  0.357  0.179
O  0.110  1.197  1.290
C  -1.116  -0.735  0.377
C  -1.418  0.540  -0.410
H  1.462  -1.171  0.494
H  1.683  -0.769  -1.687
H  1.646  0.919  -1.378
H  0.578  0.781  2.038
H  -1.644  -0.857  1.328
H  -0.963  -1.654  -0.173
H  -1.363  0.477  -1.484
H  -2.080  1.275  0.030

Cartesian forces (eV/Å) of the 3 atoms listed first:
O 2.2 -1.1 0.0
C 0.0 0.8 1.9
C 0.2 -0.2 -1.3

Output
Total energy, eV: -8368.912
Relative energy (zero: lowest compared OMol25 entry of this formula, charge and spin), kcal per mole: 100.8
Net charge: 0
SMILES: OCC1(O)CC1
Max |F|, eV Å⁻¹: 2.82
Orbital gap, eV: 10.247

=====

6.
C4H8O2 | ωB97M-V/def2-TZVPD

Positions of all 14 atoms, in Å:
C  -1.148  2.618  -2.364
C  -1.320  1.500  -1.671
C  -0.274  0.907  -0.782
C  -0.332  -0.416  -0.490
O  0.879  -1.076  -0.256
H  -1.921  3.039  -3.032
H  -0.303  3.274  -2.202
H  -2.147  0.786  -1.636
H  0.507  1.581  -0.455
H  -1.215  -1.035  -0.590
H  0.644  -1.908  -0.683
O  2.010  -3.286  4.986
H  2.283  -3.598  4.123
H  2.338  -2.385  5.051

Cartesian forces (eV/Å) of the 3 atoms listed first:
C -1.2 0.6 -0.2
C 0.7 -1.2 1.8
C -1.4 -0.2 -0.3

Output
Total energy, eV: -8370.432
Relative energy (zero: lowest compared OMol25 entry of this formula, charge and spin), kcal per mole: 65.7
Net charge: 0
SMILES: C=C/C=C/O.O
Max |F|, eV Å⁻¹: 2.92
Orbital gap, eV: 8.909